[1]
{
  "formula": "C4H12S2",
  "method": "wB97M-V/def2-TZVPD",
  "e_above_lowest_kcal_mol": 10.5,
  "homo_lumo_gap_ev": 9.878,
  "smiles": "CCS.CCS",
  "charge": 0,
  "symbols": ["C", "C", "S", "H", "H", "H", "H", "H", "H", "C", "C", "S", "H", "H", "H", "H", "H", "H"],
  "coordinates": [[1.671170, -0.412880, -0.089774], [3.037915, -0.615462, 0.539586], [4.385591, -0.002740, -0.506706], [0.937772, -0.987403, 0.473952], [1.623595, -0.830875, -1.092271], [1.345601, 0.622800, -0.139921], [3.074592, -0.122173, 1.505756], [3.180608, -1.671909, 0.752980], [5.307436, -0.867370, -0.105112], [-2.217874, 0.161260, 0.718245], [-3.249499, 0.630500, -0.303223], [-2.647869, 0.583508, -2.023327], [-1.762394, 0.983971, 1.262954], [-1.471544, -0.494943, 0.266833], [-2.722567, -0.485727, 1.449228], [-4.117406, -0.022923, -0.274688], [-3.578305, 1.649439, -0.130701], [-2.796814, 1.882926, -2.303808]],
  "atomic_forces_ev_per_a": [[-0.2, -0.4, -0.2], [-0.2, -0.1, 0.3], [-0.2, 0.2, -0.2], [-0.1, 0.2, 0.2], [0.2, 0.1, -0.2], [0.1, 0.1, 0.1], [0.0, 0.2, 0.1], [0.1, -0.1, -0.2], [0.2, -0.2, 0.1], [-0.5, -0.6, 0.3], [0.0, -0.1, -0.2], [0.1, 0.1, -0.2], [0.3, 0.0, -0.2], [0.1, 0.3, -0.1], [0.1, 0.3, 0.1], [-0.1, 0.1, 0.0], [-0.1, 0.0, 0.2], [0.0, 0.0, 0.0]],
  "lowdin_charge": [-0.193, -0.637, 0.680, 0.059, 0.067, 0.071, 0.057, 0.065, -0.168, -0.179, -0.615, 0.670, 0.069, 0.040, 0.069, 0.051, 0.059, -0.163]
}

***

[2]
{
  "formula": "C4H12S2",
  "method": "wB97M-V/def2-TZVPD",
  "e_above_lowest_kcal_mol": 20.5,
  "homo_lumo_gap_ev": 9.194,
  "smiles": "CCS.CSC",
  "charge": 0,
  "symbols": ["C", "C", "S", "H", "H", "H", "H", "H", "H", "C", "S", "C", "H", "H", "H", "H", "H", "H"],
  "coordinates": [[-1.407956, -2.894368, 1.463476], [-1.140399, -2.118023, 0.212087], [-1.743823, -0.416291, 0.509131], [-1.183809, -2.287392, 2.366135], [-0.725329, -3.768437, 1.621346], [-2.395760, -3.373448, 1.554221], [-0.084127, -2.071731, -0.064750], [-1.727142, -2.532756, -0.580242], [-0.979783, -0.159464, 1.584793], [0.314223, 3.161352, -1.240806], [1.381825, 2.650818, 0.099517], [2.286583, 1.187602, -0.639693], [-0.763616, 3.221854, -0.938602], [0.231916, 2.421329, -2.053322], [0.570517, 4.172920, -1.634047], [2.023431, 0.307023, -0.108016], [1.968829, 0.995905, -1.641086], [3.374420, 1.503107, -0.510140]],
  "atomic_forces_ev_per_a": [[1.1, -1.8, 1.9], [0.0, 0.7, 0.7], [-0.1, 0.3, -0.6], [-0.5, -0.3, -0.5], [-0.2, 0.5, -0.6], [0.1, 0.8, -0.2], [-0.2, -0.2, 0.0], [-0.2, 0.0, -0.8], [0.0, -0.1, -0.2], [-1.7, 0.6, -0.8], [0.2, -0.9, -0.3], [1.0, 2.1, 1.0], [0.9, 0.1, 0.3], [0.6, 0.3, 0.2], [0.1, -0.9, 0.1], [0.1, -0.7, 0.8], [0.1, 0.4, -0.8], [-1.4, -1.0, -0.6]],
  "lowdin_charge": [-0.228, -0.609, 0.662, 0.057, 0.077, 0.076, 0.062, 0.054, -0.141, -0.484, 0.697, -0.376, 0.034, 0.033, 0.033, -0.008, 0.015, 0.046]
}

***

[3]
{
  "formula": "C4H12S2",
  "method": "wB97M-V/def2-TZVPD",
  "e_above_lowest_kcal_mol": 16.2,
  "homo_lumo_gap_ev": 9.885,
  "smiles": "CCS.CCS",
  "charge": 0,
  "symbols": ["C", "C", "S", "H", "H", "H", "H", "H", "H", "C", "C", "S", "H", "H", "H", "H", "H", "H"],
  "coordinates": [[0.930146, 1.058539, -2.253151], [1.478624, -0.277511, -1.631085], [2.393643, 0.023914, -0.067852], [1.163886, 1.015831, -3.317046], [1.453206, 1.886318, -1.787984], [-0.126097, 1.160946, -2.026366], [0.611849, -0.926887, -1.585535], [2.167860, -0.719373, -2.347294], [1.583236, -0.689761, 0.723816], [-2.372302, 1.214552, 0.369697], [-1.198877, 0.375228, 0.865686], [-1.747688, -1.291570, 1.467040], [-2.943645, 1.802345, 1.086243], [-2.978705, 0.484904, -0.169235], [-1.977593, 1.931051, -0.352661], [-0.668731, 0.032136, -0.014325], [-0.535776, 0.730097, 1.643730], [-2.666972, -0.814117, 2.363851]],
  "atomic_forces_ev_per_a": [[1.0, -0.9, 0.6], [-0.2, 1.2, -0.8], [-0.5, -0.5, -0.2], [-0.5, 0.4, 0.0], [0.0, 0.3, -0.2], [-0.1, 0.1, -0.3], [0.2, -0.5, 0.7], [0.1, -0.1, 0.2], [0.1, 0.0, 0.1], [0.7, 0.0, -0.4], [-0.8, -1.3, 0.3], [-0.6, 0.6, 0.6], [0.0, -0.4, 0.3], [-0.4, 0.5, 0.0], [-0.1, 0.1, -0.1], [0.6, 0.4, 0.0], [0.1, 0.6, -0.3], [0.5, -0.4, -0.4]],
  "lowdin_charge": [-0.160, -0.595, 0.687, 0.066, 0.046, 0.046, 0.058, 0.048, -0.169, -0.169, -0.606, 0.640, 0.071, 0.061, 0.060, -0.003, 0.055, -0.135]
}

***

[4]
{
  "formula": "C4H12S2",
  "method": "wB97M-V/def2-TZVPD",
  "s_squared": 0.756,
  "e_above_lowest_kcal_mol": 29.5,
  "homo_lumo_gap_ev": [10.615, 3.689],
  "spin_multiplicity": 2,
  "charge": 1,
  "symbols": ["C", "S", "C", "H", "H", "H", "H", "H", "H", "C", "S", "C", "H", "H", "H", "H", "H", "H"],
  "coordinates": [[2.378846, -0.848573, -0.723349], [1.329418, 0.574166, -0.023725], [2.579566, 1.925695, -0.018343], [2.903924, -1.276768, 0.176073], [1.765576, -1.617234, -0.977795], [3.133348, -0.745020, -1.482127], [2.252718, 2.772754, -0.512369], [3.534796, 1.552408, -0.396491], [2.824233, 2.121631, 1.065872], [-2.815784, -0.020463, 1.466489], [-2.729409, 0.783583, -0.188561], [-2.250877, -0.962104, -0.916900], [-3.675403, -0.722093, 1.699923], [-1.938254, -0.730352, 1.672877], [-2.819495, 0.842056, 2.296268], [-2.858360, -1.615116, -0.306783], [-1.184117, -1.038449, -0.771094], [-2.430722, -0.996125, -2.059967]],
  "atomic_forces_ev_per_a": [[1.2, 1.4, 3.1], [1.6, -0.6, -1.1], [1.2, -2.3, 2.6], [-0.3, 0.7, -0.6], [-2.2, -2.0, -1.0], [0.0, 1.1, -0.4], [-0.7, 1.6, -1.0], [-0.4, 0.0, -0.4], [-0.6, 0.1, -1.0], [0.5, 1.0, 2.7], [0.7, -3.2, 0.6], [-0.7, 2.1, -2.0], [0.4, 1.2, -0.9], [-0.7, 1.4, -0.6], [0.0, -2.0, -1.9], [0.1, -0.4, -0.4], [0.2, -0.2, 0.4], [-0.1, 0.1, 2.1]],
  "lowdin_charge": [-0.309, 0.841, -0.346, 0.070, -0.020, 0.053, 0.010, 0.049, 0.069, -0.416, 0.914, -0.271, 0.076, 0.071, 0.094, 0.027, -0.004, 0.089]
}

***

[5]
{
  "formula": "C4H13BO2Rb",
  "method": "wB97M-V/def2-TZVPD",
  "homo_lumo_gap_ev": 4.862,
  "charge": -1,
  "symbols": ["Rb", "B", "H", "H", "H", "H", "C", "O", "H", "H", "H", "C", "C", "O", "C", "H", "H", "H", "H", "H", "H"],
  "coordinates": [[9.505805, 0.419518, -13.020894], [9.931652, -2.598299, -13.112992], [8.924642, -1.995796, -12.813145], [9.661444, -3.784034, -13.220497], [10.367991, -2.189873, -14.170603], [10.712144, -2.484519, -12.191868], [11.793618, 1.153659, -10.482405], [12.304774, 0.582544, -11.592594], [10.770348, 1.581309, -10.676907], [11.744625, 0.515643, -9.569635], [12.353302, 2.078167, -10.138933], [12.167416, 3.648934, -13.466208], [10.799819, 4.057465, -12.999716], [9.935710, 3.226634, -12.812187], [10.557403, 5.505495, -12.651824], [12.190686, 2.570853, -13.611124], [12.865958, 3.847396, -12.646560], [12.502985, 4.229059, -14.326420], [10.659902, 6.191075, -13.490715], [11.244018, 5.810304, -11.856695], [9.565008, 5.584049, -12.206029]],
  "atomic_forces_ev_per_a": [[1.0, -0.1, 0.4], [0.0, -0.7, 0.3], [-0.7, 0.0, 0.1], [-0.1, -0.1, -0.1], [0.2, 0.3, -0.3], [0.2, 0.2, 0.0], [0.4, 0.6, -0.7], [-0.3, 0.1, -0.2], [-0.4, -0.1, 0.5], [-0.2, -0.1, -0.1], [0.0, -0.1, 0.1], [0.0, 0.0, 0.3], [0.2, -0.3, 0.2], [-0.2, 0.4, -0.2], [-0.4, 0.0, 0.7], [0.1, 0.0, -0.1], [0.0, 0.0, 0.0], [-0.1, 0.0, -0.1], [0.1, -0.1, -0.1], [0.2, 0.0, -0.2], [-0.1, 0.1, -0.3]],
  "lowdin_charge": [0.919, -0.552, -0.170, -0.079, -0.088, -0.058, -0.508, -0.452, -0.003, 0.041, 0.032, -0.012, -0.491, -0.060, -0.021, 0.076, 0.099, 0.081, 0.079, 0.087, 0.079]
}